{"formula": "C28H36N4O5", "method": "the ωB97M-V functional and the def2-TZVPD basis", "species": ["C", "C", "C", "C", "C", "N", "C", "O", "O", "C", "C", "C", "C", "C", "C", "C", "C", "N", "N", "C", "C", "N", "C", "O", "O", "C", "C", "C", "C", "C", "C", "C", "C", "C", "C", "C", "O", "H", "H", "H", "H", "H", "H", "H", "H", "H", "H", "H", "H", "H", "H", "H", "H", "H", "H", "H", "H", "H", "H", "H", "H", "H", "H", "H", "H", "H", "H", "H", "H", "H", "H", "H", "H"], "positions_angstrom": [[-4.54, 2.36, 1.12], [-3.60, 3.56, 1.22], [-2.53, 3.63, 0.12], [-1.71, 4.90, 0.29], [-1.61, 2.39, 0.17], [-0.36, 2.61, -0.54], [0.84, 2.57, 0.08], [1.00, 2.47, 1.27], [1.82, 2.70, -0.84], [3.16, 2.62, -0.36], [3.83, 1.33, -0.76], [4.93, 0.87, -0.05], [5.57, -0.29, -0.43], [5.12, -1.01, -1.53], [4.03, -0.55, -2.24], [3.38, 0.61, -1.86], [-2.25, 1.20, -0.45], [-2.94, 1.17, -1.54], [-3.24, -0.12, -1.79], [-2.71, -0.81, -0.84], [-2.80, -2.29, -0.68], [-1.54, -2.80, -0.20], [-0.34, -2.38, -0.68], [-0.20, -1.46, -1.45], [0.64, -3.14, -0.18], [1.99, -2.75, -0.49], [2.62, -2.01, 0.66], [3.74, -2.52, 1.31], [4.30, -1.83, 2.37], [3.73, -0.65, 2.81], [2.61, -0.14, 2.18], [2.06, -0.82, 1.11], [-3.94, -2.69, 0.28], [-3.77, -2.03, 1.65], [-5.30, -2.36, -0.35], [-6.47, -2.87, 0.47], [-2.08, -0.04, 0.06], [-5.36, 2.47, 1.82], [-4.02, 1.44, 1.36], [-4.95, 2.27, 0.11], [-3.11, 3.56, 2.19], [-4.20, 4.47, 1.15], [-3.02, 3.63, -0.86], [-2.37, 5.77, 0.33], [-1.02, 5.04, -0.54], [-1.14, 4.86, 1.21], [-1.33, 2.17, 1.21], [-0.39, 2.64, -1.55], [3.16, 2.71, 0.73], [3.70, 3.47, -0.79], [5.28, 1.42, 0.81], [6.43, -0.64, 0.13], [5.63, -1.92, -1.83], [3.68, -1.10, -3.11], [2.53, 0.96, -2.42], [-3.02, -2.69, -1.68], [-1.54, -3.64, 0.36], [2.53, -3.67, -0.71], [1.96, -2.11, -1.38], [4.17, -3.45, 0.97], [5.17, -2.23, 2.86], [4.17, -0.12, 3.65], [2.16, 0.78, 2.50], [1.19, -0.42, 0.61], [-3.87, -3.78, 0.40], [-4.37, -2.54, 2.40], [-4.08, -0.99, 1.61], [-2.73, -2.07, 1.96], [-5.38, -1.28, -0.49], [-5.34, -2.81, -1.35], [-6.53, -2.37, 1.43], [-7.40, -2.69, -0.06], [-6.38, -3.94, 0.65]], "homo_lumo_gap_ev": 9.46, "spin_multiplicity": 1, "smiles": "CC[C@@H](C)[C@H](NC(=O)OCc1ccccc1)c1nnc([C@@H](NC(=O)OCc2ccccc2)[C@@H](C)CC)o1", "total_charge": 0, "homo_ev": -8.8}

=====

{"formula": "C6H16N", "method": "the ωB97M-V functional and the def2-TZVPD basis", "species": ["C", "C", "C", "C", "C", "C", "N", "H", "H", "H", "H", "H", "H", "H", "H", "H", "H", "H", "H", "H", "H", "H", "H"], "positions_angstrom": [[2.28, 0.02, 0.76], [0.73, -0.20, 0.72], [0.25, -0.89, -0.54], [0.19, 0.29, -1.49], [-1.02, 1.31, -1.33], [-2.33, 0.93, -0.63], [0.08, -1.47, 2.10], [2.48, 0.12, -0.30], [2.59, 0.92, 1.24], [2.67, -0.98, 1.05], [0.06, 0.61, 1.00], [0.76, -1.83, -0.86], [-0.76, -1.27, -0.41], [0.41, 0.10, -2.53], [1.05, 0.96, -1.28], [-0.59, 2.17, -0.86], [-1.34, 1.51, -2.35], [-2.32, 1.50, 0.30], [-2.20, -0.13, -0.40], [-3.17, 1.21, -1.21], [0.07, -2.47, 1.92], [0.91, -1.03, 2.48], [-0.78, -1.35, 2.63]], "homo_lumo_gap_ev": 10.61, "spin_multiplicity": 1, "total_charge": 1, "homo_ev": -14.8}

=====

{"formula": "C2H4BrNO2", "method": "the ωB97M-V functional and the def2-TZVPD basis", "species": ["C", "C", "N", "O", "O", "Br", "H", "H", "H", "H"], "positions_angstrom": [[-1.10, -0.04, 0.62], [-0.12, -0.50, -0.31], [1.52, 0.61, -0.40], [1.80, 0.81, -1.50], [2.01, 0.87, 0.64], [-0.48, -0.72, -2.13], [-1.81, 0.79, 0.28], [-0.76, 0.34, 1.64], [-1.59, -0.92, 0.92], [0.54, -1.26, 0.25]], "homo_lumo_gap_ev": 10.10, "spin_multiplicity": 1, "total_charge": 0, "homo_ev": -9.4}

=====

{"formula": "C14H19NO", "method": "the ωB97M-V functional and the def2-TZVPD basis", "species": ["C", "C", "C", "C", "C", "C", "C", "C", "C", "C", "C", "C", "N", "C", "O", "C", "H", "H", "H", "H", "H", "H", "H", "H", "H", "H", "H", "H", "H", "H", "H", "H", "H", "H", "H"], "positions_angstrom": [[-1.81, -2.45, 2.47], [-0.94, -1.23, 2.47], [0.05, -1.08, 3.44], [0.95, -0.03, 3.32], [0.93, 0.89, 2.24], [1.96, 2.03, 2.14], [-0.01, 0.66, 1.21], [0.13, 1.36, -0.16], [1.18, 0.60, -1.01], [0.25, -0.11, -1.95], [0.55, -0.49, -3.38], [-0.89, -0.40, -3.99], [-1.74, 0.25, -2.96], [-0.75, 0.94, -2.18], [-1.11, 1.33, -0.88], [-0.97, -0.36, 1.37], [-2.45, -2.42, 1.58], [-1.24, -3.35, 2.61], [-2.48, -2.39, 3.31], [0.17, -1.75, 4.31], [1.73, 0.04, 4.08], [1.50, 3.01, 2.26], [2.73, 1.98, 2.92], [2.46, 1.98, 1.15], [0.42, 2.40, -0.07], [1.86, 1.29, -1.49], [1.77, -0.11, -0.43], [-0.17, -0.97, -1.43], [1.05, -1.48, -3.42], [1.22, 0.26, -3.84], [-0.90, 0.20, -4.93], [-1.23, -1.43, -4.23], [-2.16, -0.46, -2.37], [-0.37, 1.80, -2.74], [-1.72, -0.52, 0.58]], "homo_lumo_gap_ev": 9.51, "spin_multiplicity": 1, "smiles": "Cc1ccc(C)c([C@H]2C[C@@H]3CCN[C@H]3O2)c1", "total_charge": 0, "homo_ev": -8.6}

=====

{"formula": "C4H11NO", "method": "the ωB97M-V functional and the def2-TZVPD basis", "species": ["C", "C", "N", "O", "H", "H", "H", "H", "H", "C", "C", "H", "H", "H", "H", "H", "H"], "positions_angstrom": [[-1.54, -1.14, 1.00], [-1.75, 0.01, 1.85], [-1.00, 1.22, 1.63], [-2.61, 0.02, 2.69], [-2.08, -2.05, 1.44], [-0.65, -1.61, 0.73], [-2.12, -1.12, 0.14], [-1.51, 2.14, 1.82], [-0.39, 1.06, 0.85], [1.66, -0.56, -1.31], [1.79, 0.92, -1.73], [0.71, -0.89, -1.50], [2.46, -1.32, -1.66], [1.99, -0.45, -0.20], [1.68, 1.01, -2.90], [2.54, 1.37, -1.37], [0.82, 1.38, -1.48]], "homo_lumo_gap_ev": 10.69, "spin_multiplicity": 1, "smiles": "CC(N)=O.CC", "total_charge": 0, "homo_ev": -9.9}

=====

{"formula": "C20H47BN2O7", "method": "the ωB97M-V functional and the def2-TZVPD basis", "species": ["C", "C", "C", "C", "C", "C", "O", "B", "C", "C", "O", "O", "H", "H", "H", "H", "H", "H", "H", "H", "H", "H", "H", "H", "H", "H", "H", "H", "H", "C", "O", "C", "C", "N", "C", "C", "O", "C", "H", "H", "H", "H", "H", "H", "H", "H", "H", "H", "H", "H", "H", "H", "H", "C", "O", "C", "C", "N", "C", "C", "O", "C", "H", "H", "H", "H", "H", "H", "H", "H", "H", "H", "H", "H", "H", "H", "H"], "positions_angstrom": [[-3.78, 0.25, -2.14], [-2.20, 0.40, -1.74], [-1.15, -0.18, -2.88], [-1.77, -0.25, -0.30], [-3.01, -0.92, 0.55], [-1.20, 1.01, 0.64], [0.00, 1.61, 0.01], [1.17, 1.44, 0.92], [1.34, 2.56, 2.12], [2.91, 2.44, 2.65], [3.64, 3.54, 2.90], [3.50, 1.07, 2.77], [-4.23, -0.83, -2.01], [-4.39, 0.98, -1.43], [-3.99, 0.64, -3.24], [-1.98, 1.57, -1.68], [-1.41, -1.26, -3.25], [-0.10, -0.24, -2.33], [-0.99, 0.59, -3.78], [-0.88, -1.03, -0.40], [-2.53, -1.41, 1.53], [-3.58, -1.78, -0.01], [-3.75, -0.08, 0.97], [-2.08, 1.81, 0.62], [-1.01, 0.58, 1.71], [1.88, 0.52, 0.75], [0.56, 2.43, 3.00], [1.17, 3.65, 1.69], [2.90, 0.63, 3.46], [3.55, 2.17, 7.12], [4.04, 1.41, 6.03], [5.09, 2.05, 5.28], [6.49, 1.62, 5.75], [6.86, 2.18, 7.06], [7.90, 1.45, 7.80], [7.89, -0.09, 7.87], [6.90, -0.68, 8.71], [5.56, -0.50, 8.28], [2.59, 1.75, 7.42], [4.19, 2.11, 7.99], [3.40, 3.23, 6.86], [4.97, 3.14, 5.25], [4.97, 1.69, 4.25], [7.23, 1.96, 5.02], [6.50, 0.54, 5.76], [6.04, 2.28, 7.65], [7.88, 1.84, 8.83], [8.87, 1.76, 7.37], [8.84, -0.39, 8.32], [7.87, -0.56, 6.88], [5.44, -0.71, 7.21], [5.26, 0.51, 8.53], [4.90, -1.17, 8.83], [-3.20, -0.09, -6.52], [-3.84, -0.89, -5.53], [-5.26, -0.66, -5.39], [-6.09, -1.64, -6.23], [-6.02, -1.37, -7.68], [-6.35, -2.51, -8.55], [-5.81, -3.93, -8.25], [-4.42, -4.15, -8.50], [-3.54, -3.42, -7.67], [-2.13, -0.13, -6.33], [-3.36, -0.47, -7.51], [-3.53, 0.96, -6.48], [-5.51, 0.39, -5.58], [-5.48, -0.86, -4.34], [-7.14, -1.56, -5.93], [-5.75, -2.64, -5.99], [-5.11, -1.02, -7.93], [-6.02, -2.23, -9.56], [-7.45, -2.57, -8.60], [-6.32, -4.61, -8.93], [-6.07, -4.27, -7.25], [-3.83, -3.48, -6.61], [-3.51, -2.40, -8.02], [-2.53, -3.82, -7.76]], "homo_lumo_gap_ev": 8.46, "spin_multiplicity": 1, "smiles": "CC(C)[C@H](C)COBCC(=O)O.COCCNCCOC.COCCNCCOC", "total_charge": 0, "homo_ev": -8.5}

=====

{"formula": "C12H28N6O6STb", "method": "the ωB97M-V functional and the def2-TZVPD basis", "species": ["O", "H", "Tb", "N", "N", "N", "N", "O", "O", "O", "O", "C", "C", "C", "C", "C", "H", "H", "H", "C", "H", "H", "H", "C", "C", "H", "H", "H", "H", "H", "H", "H", "H", "C", "H", "H", "H", "O", "H", "H", "C", "N", "C", "S", "N", "C", "H", "H", "H", "H", "H", "H", "H", "H"], "positions_angstrom": [[-1.37, -2.11, -3.66], [-1.40, -2.63, -4.48], [-0.33, -0.76, -1.17], [2.03, -1.61, -0.12], [0.03, -2.92, -0.71], [-0.41, 1.71, -0.90], [-2.17, 0.17, -2.10], [3.00, -0.83, 0.18], [0.45, 2.66, -0.30], [-3.16, -0.65, -2.64], [-1.28, -2.80, -0.58], [0.78, -3.54, 0.24], [1.93, -2.79, 0.60], [-1.57, 2.29, -1.21], [-2.55, 1.44, -1.87], [2.82, -3.18, 1.72], [2.36, -2.96, 2.69], [3.77, -2.65, 1.65], [3.00, -4.26, 1.68], [0.24, -4.75, 0.88], [0.06, -5.49, 0.08], [-0.73, -4.52, 1.35], [0.94, -5.17, 1.60], [-1.82, 3.75, -0.98], [-3.88, 1.97, -2.26], [-0.91, 4.24, -0.63], [-2.63, 3.92, -0.24], [-2.15, 4.22, -1.93], [-4.51, 1.13, -2.55], [-3.80, 2.67, -3.10], [-4.34, 2.51, -1.42], [1.33, 2.24, -0.23], [-2.62, -1.36, -3.11], [0.04, -1.42, -3.56], [0.62, -1.95, -2.76], [-0.11, -0.32, -3.40], [0.66, -1.50, -4.48], [3.11, 0.53, -2.32], [3.06, 1.53, -2.24], [3.08, 0.25, -1.33], [2.25, 1.83, 3.20], [1.48, 0.67, 2.78], [0.20, 0.69, 2.38], [-0.50, -0.70, 1.55], [-0.58, 1.76, 2.64], [-0.55, 2.56, 3.87], [1.89, 2.74, 2.71], [3.29, 1.65, 2.92], [2.19, 1.93, 4.30], [1.99, -0.18, 2.49], [-1.51, 1.67, 2.20], [-0.15, 3.56, 3.66], [-1.60, 2.67, 4.21], [0.02, 2.08, 4.68]], "homo_lumo_gap_ev": [4.40, 4.68], "spin_multiplicity": 7, "s_squared": 13.045, "total_charge": 1, "homo_ev": [-9.0, -9.3]}

=====

{"formula": "C37H22Cl2IrN5O5S3", "method": "the ωB97M-V functional and the def2-TZVPD basis", "species": ["Ir", "Cl", "C", "C", "C", "Cl", "C", "C", "C", "C", "N", "C", "C", "O", "H", "H", "H", "H", "O", "C", "O", "C", "C", "N", "N", "C", "C", "O", "O", "H", "H", "H", "S", "C", "S", "C", "N", "N", "C", "C", "C", "C", "C", "C", "S", "H", "H", "H", "H", "H", "C", "C", "C", "C", "C", "C", "C", "C", "C", "C", "C", "C", "C", "C", "C", "H", "H", "H", "H", "H", "H", "H", "H", "H", "H"], "positions_angstrom": [[-13.75, -15.50, -6.38], [-14.04, -10.98, -8.89], [-13.22, -11.38, -7.45], [-12.45, -10.42, -6.75], [-11.67, -10.79, -5.67], [-10.73, -9.74, -4.73], [-11.55, -12.12, -5.27], [-10.77, -12.57, -4.21], [-10.67, -13.91, -3.92], [-11.45, -14.84, -4.60], [-12.32, -14.42, -5.55], [-12.24, -13.09, -6.00], [-13.16, -12.74, -7.06], [-13.88, -13.75, -7.54], [-12.45, -9.38, -7.10], [-10.18, -11.90, -3.63], [-10.10, -14.15, -3.02], [-11.41, -15.95, -4.40], [-15.30, -20.53, -9.25], [-15.37, -19.40, -10.08], [-15.69, -19.48, -11.23], [-15.17, -18.10, -9.41], [-15.41, -16.89, -10.02], [-15.23, -15.89, -9.09], [-14.72, -16.45, -7.97], [-14.69, -17.80, -8.09], [-13.99, -18.44, -7.04], [-13.84, -19.67, -6.96], [-13.43, -17.62, -6.10], [-14.95, -20.25, -8.39], [-15.70, -16.82, -11.09], [-15.09, -14.85, -9.19], [-8.81, -19.05, 1.81], [-9.80, -19.48, 0.57], [-11.18, -18.54, 0.08], [-11.35, -19.50, -1.40], [-10.54, -20.54, -1.42], [-9.84, -20.61, -0.24], [-9.12, -21.85, -0.08], [-8.73, -22.29, 1.21], [-8.21, -23.56, 1.39], [-8.22, -24.49, 0.35], [-8.69, -24.04, -0.88], [-9.07, -22.72, -1.13], [-12.43, -19.03, -2.57], [-8.96, -21.64, 2.08], [-7.69, -23.90, 2.30], [-7.90, -25.54, 0.51], [-8.79, -24.75, -1.68], [-9.39, -22.36, -2.09], [-14.53, -15.91, -4.76], [-15.01, -15.99, -3.58], [-15.39, -15.89, -2.30], [-15.67, -17.14, -1.54], [-15.27, -17.22, -0.19], [-15.69, -18.26, 0.62], [-16.40, -19.28, 0.04], [-16.69, -19.33, -1.33], [-16.28, -18.29, -2.16], [-15.55, -14.55, -1.68], [-16.39, -14.24, -0.59], [-16.56, -12.91, -0.23], [-15.88, -11.92, -0.92], [-14.85, -12.25, -1.79], [-14.76, -13.54, -2.28], [-14.66, -16.39, 0.21], [-15.55, -18.23, 1.73], [-16.68, -20.12, 0.65], [-17.11, -20.24, -1.72], [-16.18, -18.36, -3.24], [-16.94, -15.04, -0.11], [-17.14, -12.69, 0.67], [-16.20, -10.86, -0.76], [-14.25, -11.46, -2.25], [-14.10, -13.79, -3.13]], "homo_lumo_gap_ev": [2.64, 3.32], "spin_multiplicity": 5, "s_squared": 6.111, "total_charge": -2, "homo_ev": [0.3, -2.4]}

=====

Record order is preserved below.
Electronic energy: -45820.0243, -7962.6393, -77761.7928, -18362.9928, -7862.5665, -39483.6817, -67381.7006, -116799.5598 eV